Record 1
{
  "formula": "C5H5IO",
  "method": "ωB97M-V/def2-TZVPD",
  "largest_force_ev_per_a": 4.5,
  "relative_energy_kj_mol": 184.56,
  "lumo_energy_ev": -0.24,
  "orbital_gap_ha": 0.2942,
  "elements": ["C", "C", "C", "C", "C", "O", "I", "H", "H", "H", "H", "H"],
  "xyz": [[0.9486, 1.0258, -0.6659], [1.0836, -0.3031, -0.5536], [-0.1217, 1.6421, 0.0693], [-0.0535, -1.0916, 0.1580], [-1.0819, -0.2923, 0.7327], [-0.4837, 2.7433, 0.3412], [-3.0597, -0.7664, -0.0513], [1.7381, 1.7196, -1.0609], [1.7610, -0.9899, -1.1086], [-0.1097, -1.8526, -0.6699], [0.5125, -1.5011, 1.0147], [-1.1337, -0.3336, 1.7943]],
  "forces_ev_per_a": [[2.2, 0.2, -0.1], [-1.4, 0.0, -0.6], [-2.5, -0.3, 1.6], [4.2, -1.2, -1.3], [-1.3, 3.0, -1.7], [0.7, -2.0, -0.6], [0.8, 0.5, 0.3], [-1.0, -0.8, 0.1], [0.0, 1.1, 0.7], [-1.3, 0.1, 1.3], [-0.1, -0.7, -0.4], [-0.2, 0.2, 0.6]]
}

---

Record 2
{
  "formula": "C5H5IOS",
  "method": "ωB97M-V/def2-TZVPD",
  "smiles": "O=C1C[C@H]1I.C=C=S",
  "largest_force_ev_per_a": 4.2,
  "relative_energy_kj_mol": 315.21,
  "lumo_energy_ev": -0.78,
  "orbital_gap_ha": 0.3038,
  "elements": ["C", "C", "C", "C", "C", "O", "S", "I", "H", "H", "H", "H", "H"],
  "xyz": [[-1.2035, 1.5333, -0.6093], [0.6987, -1.9550, 0.7036], [0.2776, -1.5525, 1.8330], [-0.4686, 1.0545, -1.7308], [0.0656, 0.8210, -0.3679], [-2.1868, 1.9963, -0.1328], [1.4114, -2.7968, -0.4193], [1.6857, 2.0961, 0.4127], [0.8161, -1.9422, 2.6497], [-0.6107, -0.8930, 2.1476], [-0.7138, 0.1897, -2.3064], [0.1352, 1.6314, -2.2833], [0.0931, -0.1828, 0.1033]],
  "forces_ev_per_a": [[-0.2, -0.4, 1.1], [1.3, -2.3, -1.6], [-2.9, 2.2, 2.0], [-0.6, -1.9, -0.7], [0.8, 0.1, 2.7], [-0.3, 0.3, 0.0], [-0.5, 0.8, 0.1], [-0.9, -0.8, -0.6], [0.7, -0.4, 1.0], [1.5, -1.0, -1.0], [-0.7, -0.6, -0.2], [1.7, 2.7, -2.1], [-0.1, 1.4, -0.7]]
}

---

Record 3
{
  "formula": "C5H5N",
  "method": "ωB97M-V/def2-TZVPD",
  "largest_force_ev_per_a": 3.8,
  "relative_energy_kj_mol": 299.59,
  "lumo_energy_ev": 0.41,
  "orbital_gap_ha": 0.3529,
  "elements": ["C", "C", "C", "C", "C", "N", "H", "H", "H", "H", "H"],
  "xyz": [[0.7895, 1.0919, -0.2212], [1.8087, 0.3085, 0.0794], [-0.2387, 0.1710, -0.5859], [-1.3077, -0.1333, 0.1083], [0.3138, -1.1664, -0.4626], [1.5332, -1.0327, 0.0165], [0.7122, 2.1522, -0.2201], [2.8411, 0.4868, 0.2889], [-1.7644, 0.6807, 0.6598], [-1.8200, -1.0623, -0.1706], [-0.2931, -1.9988, -0.6557]],
  "forces_ev_per_a": [[-1.0, 1.1, -0.9], [1.9, -1.3, 0.1], [0.6, -0.5, 0.1], [-3.5, 1.3, -0.6], [3.4, 1.5, -0.1], [-0.9, -2.1, -0.7], [0.0, 0.5, 0.1], [0.3, 0.8, 0.4], [-0.5, -0.6, 0.7], [-0.4, 0.7, 0.8], [0.1, -1.5, -0.1]]
}

---

Record 4
{
  "formula": "C5H5N",
  "method": "ωB97M-V/def2-TZVPD",
  "smiles": "c1ccncc1",
  "largest_force_ev_per_a": 2.1,
  "relative_energy_kj_mol": 228.10,
  "lumo_energy_ev": 0.34,
  "orbital_gap_ha": 0.3179,
  "elements": ["C", "C", "C", "N", "C", "C", "H", "H", "H", "H", "H"],
  "xyz": [[-0.5485, -0.9411, -0.4215], [0.3888, -0.3653, -1.2583], [0.7761, 0.8934, -0.7477], [1.0529, 1.0458, 0.5284], [0.2882, 0.3709, 1.3739], [-0.7683, -0.3641, 0.8429], [-1.1282, -1.8080, -0.7329], [0.7817, -0.7799, -2.1837], [0.4170, 1.8195, -1.1776], [0.4609, 0.5379, 2.4316], [-1.7205, -0.4090, 1.3449]],
  "forces_ev_per_a": [[0.1, 0.0, 0.4], [0.0, 0.1, 0.3], [0.5, 0.2, -0.3], [-1.0, 0.4, 0.0], [-0.4, -0.2, 0.2], [0.0, -0.7, 0.5], [0.0, 0.2, 0.0], [-0.7, 0.3, -0.1], [1.6, 0.5, -1.3], [-0.1, -0.1, 0.0], [0.1, -0.8, 0.4]]
}

---

Record 5
{
  "formula": "C5H5N",
  "method": "ωB97M-V/def2-TZVPD",
  "largest_force_ev_per_a": 2.1,
  "relative_energy_kj_mol": 574.41,
  "lumo_energy_ev": 0.75,
  "orbital_gap_ha": 0.3821,
  "elements": ["C", "C", "C", "C", "C", "N", "H", "H", "H", "H", "H"],
  "xyz": [[1.6597, -1.2017, -0.1549], [0.5513, -0.4141, -0.9101], [0.7456, -1.8824, 0.3716], [-0.2493, 0.6833, -0.2092], [-1.3491, 0.8853, 0.7451], [0.6716, 1.1020, -0.9123], [2.6730, -0.9776, -0.2011], [0.0610, -0.7464, -1.7685], [-1.1058, 0.0430, 1.4477], [-2.3471, 0.6637, 0.2585], [-1.3109, 1.8449, 1.3332]],
  "forces_ev_per_a": [[-0.4, 1.0, -1.1], [-0.8, 1.1, 1.6], [-1.3, -0.9, 1.2], [0.3, -0.8, -0.7], [0.0, -0.7, 0.8], [0.5, 1.0, 0.3], [1.4, 0.2, -0.3], [0.0, -1.0, -1.3], [-0.7, 0.6, -0.2], [1.2, 0.4, 0.6], [-0.1, -0.8, -1.0]]
}

---

Record 6
{
  "formula": "C5H5N",
  "method": "ωB97M-V/def2-TZVPD",
  "smiles": "CCC#CC#N",
  "largest_force_ev_per_a": 0.9,
  "relative_energy_kj_mol": 275.44,
  "lumo_energy_ev": 0.28,
  "orbital_gap_ha": 0.3884,
  "elements": ["C", "C", "C", "C", "C", "N", "H", "H", "H", "H", "H"],
  "xyz": [[0.8824, -0.9958, -1.0877], [-0.4185, -0.3721, -0.5896], [-0.3755, 0.9791, -0.0411], [-0.4368, 1.8551, 0.7973], [-0.5908, 1.8607, 2.1800], [-0.7145, 1.6287, 3.3088], [1.7388, -0.6344, -0.5125], [1.0626, -0.8073, -2.1471], [0.8006, -2.0778, -0.9420], [-0.7009, -0.9181, 0.3220], [-1.2474, -0.5180, -1.2882]],
  "forces_ev_per_a": [[0.1, -0.1, -0.1], [-0.1, -0.2, 0.0], [-0.1, 0.1, 0.4], [0.0, -0.8, -0.1], [0.0, 0.1, 0.9], [0.1, 0.6, -0.8], [-0.1, -0.1, -0.1], [0.0, 0.1, 0.1], [0.1, 0.2, -0.1], [-0.1, 0.0, -0.1], [0.2, 0.2, 0.0]]
}

---

Record 7
{
  "formula": "C5H5N",
  "method": "ωB97M-V/def2-TZVPD",
  "smiles": "C=CN1C2=C[C@@H]21",
  "largest_force_ev_per_a": 4.2,
  "relative_energy_kj_mol": 557.72,
  "lumo_energy_ev": 0.08,
  "orbital_gap_ha": 0.3145,
  "elements": ["C", "C", "C", "C", "C", "N", "H", "H", "H", "H", "H"],
  "xyz": [[-2.1891, -0.4123, 0.0252], [-1.6372, 0.9076, -0.3209], [1.8603, -0.0224, -0.0493], [0.9496, 0.9211, 0.1715], [-0.8975, -0.7348, 0.2072], [-0.3749, 0.5192, 0.4503], [-3.1276, -0.7894, -0.3084], [2.8337, 0.3253, -0.1638], [1.6803, -1.0389, -0.0871], [1.2694, 1.8912, 0.1962], [-0.3672, -1.5664, -0.1209]],
  "forces_ev_per_a": [[-1.1, 2.5, -0.4], [0.9, -1.9, 0.8], [-0.4, 2.0, 0.2], [-0.8, -4.1, -0.5], [-0.3, 0.7, -0.2], [-0.4, 2.0, 0.5], [-0.1, -0.7, 0.1], [1.7, 0.2, -0.2], [-0.4, -1.8, -0.1], [-0.1, 2.6, 0.2], [1.1, -1.4, -0.5]]
}

---

Record 8
{
  "formula": "C5H5N",
  "method": "ωB97M-V/def2-TZVPD",
  "largest_force_ev_per_a": 1.0,
  "relative_energy_kj_mol": 593.79,
  "lumo_energy_ev": -0.32,
  "orbital_gap_ha": 0.2816,
  "elements": ["C", "C", "C", "C", "C", "N", "H", "H", "H", "H", "H"],
  "xyz": [[-1.8720, -0.5031, 0.8259], [-1.1810, -0.2722, -0.1933], [-0.0839, 0.0892, -1.0154], [0.7204, 0.4114, 0.3173], [2.0835, 0.0009, 0.2403], [3.1954, -0.3397, 0.1844], [-2.8829, -0.7708, 1.0850], [0.3245, -0.7738, -1.5451], [-0.2613, 0.9339, -1.6863], [0.6150, 1.4722, 0.5439], [-0.6578, -0.2480, 1.2434]],
  "forces_ev_per_a": [[0.0, 0.0, -0.6], [-0.3, -0.1, 0.2], [-0.1, -0.1, 0.0], [0.3, 0.2, 0.1], [0.8, -0.2, -0.1], [-1.0, 0.2, 0.1], [0.3, 0.0, 0.3], [0.1, 0.2, 0.1], [0.1, -0.1, 0.1], [0.0, -0.1, 0.0], [-0.1, 0.1, 0.0]]
}

---

Record 9
{
  "formula": "C5H5N",
  "method": "ωB97M-V/def2-TZVPD",
  "smiles": "C#C[C@H](C)C#N",
  "largest_force_ev_per_a": 1.1,
  "relative_energy_kj_mol": 234.96,
  "lumo_energy_ev": 0.72,
  "orbital_gap_ha": 0.4153,
  "elements": ["C", "C", "C", "C", "C", "N", "H", "H", "H", "H", "H"],
  "xyz": [[1.0214, -0.8738, -0.6955], [0.4513, 0.2679, 0.1609], [-0.7798, 0.8987, -0.3544], [-1.9233, 1.2720, -0.3842], [-0.0213, -0.1942, 1.4849], [-0.5387, -0.4869, 2.4766], [1.4732, -0.4734, -1.6074], [1.7931, -1.4077, -0.1338], [0.2363, -1.5800, -0.9748], [1.2341, 1.0194, 0.3205], [-2.9463, 1.5580, -0.2927]],
  "forces_ev_per_a": [[0.0, -0.1, 0.0], [0.0, 0.0, 0.0], [-0.7, 0.2, 0.1], [0.5, -0.1, 0.0], [-0.3, -0.3, 1.0], [0.8, 0.1, -0.8], [-0.1, 0.0, 0.1], [-0.1, 0.1, -0.1], [0.1, 0.1, 0.1], [-0.2, -0.1, 0.0], [0.1, 0.1, -0.3]]
}

---

Record 10
{
  "formula": "C5H5N",
  "method": "ωB97M-V/def2-TZVPD",
  "largest_force_ev_per_a": 4.9,
  "relative_energy_kj_mol": 537.43,
  "lumo_energy_ev": -2.04,
  "orbital_gap_ha": 0.2992,
  "elements": ["C", "C", "C", "C", "C", "N", "H", "H", "H", "H", "H"],
  "xyz": [[0.2638, -2.9348, -1.9880], [0.1694, -1.6516, -1.9802], [-0.5899, 0.0375, -0.3436], [-0.6350, -0.6272, -1.6116], [0.7254, 0.0140, 0.4566], [-1.5934, 0.7079, 0.0866], [-1.4127, -0.2191, -2.2398], [0.9347, 0.8633, 0.9904], [1.5452, -0.2720, -0.3148], [0.5487, -0.8153, 1.1830], [-1.4091, 1.1253, 0.9319]],
  "forces_ev_per_a": [[0.3, 0.8, -0.1], [-1.2, 0.0, 0.5], [1.1, 2.2, 2.8], [0.2, -1.1, -1.1], [-0.3, -4.1, -2.8], [-0.6, -1.9, -3.7], [-0.2, -0.2, -0.5], [0.4, 2.3, 1.0], [-1.0, 0.5, 1.8], [0.7, 0.4, -0.5], [0.6, 1.2, 2.6]]
}

---

Computed electronic energy, in the same sequence as the records: -566.3376 -964.4834 -248.1609 -248.1882 -248.0563 -248.1701 -248.0626 -248.0489 -248.1855 -248.0703 hartree.